(1)
DFT (ωB97M-V/def2-TZVPD) results for C14H24N5S6SbTc as an isolated structure.

```
! RIJCOSX wB97M-V def2-TZVPD def2/J DEFGRID3
* xyz 3 1
Sb 1.788 -3.555 -4.428
Tc 0.287 -0.189 -0.163
S -3.174 -3.207 1.635
S 1.214 -4.819 -2.472
S -0.488 -1.846 1.399
S 1.274 -1.940 -1.365
S -0.001 -3.511 -1.482
S 1.466 -1.458 -3.549
N -0.062 0.929 -1.916
N -0.494 1.461 1.157
N 1.891 -0.129 1.255
N -1.665 -0.761 -0.857
N -2.547 -1.618 -0.273
C -1.490 1.375 -3.781
C 1.463 0.670 2.450
C 2.854 0.645 0.423
C -0.924 2.660 0.390
C 0.811 1.835 -2.384
C 2.573 -1.364 1.731
C -2.241 -3.753 3.080
C -1.661 1.080 2.005
C -0.593 2.322 -4.252
C -2.100 -2.148 0.828
C 0.576 2.555 -3.539
C -2.070 -0.266 -1.977
C 0.634 1.862 2.044
C -1.197 0.701 -2.608
H 3.427 -1.081 2.349
H -2.468 0.711 1.376
H -1.223 3.451 1.080
H 0.902 -0.007 3.093
H -2.411 1.160 -4.305
H -0.110 3.033 -0.227
H -3.036 -0.552 -2.375
H -2.824 -4.573 3.495
H -1.383 0.315 2.722
H 2.345 1.001 3.003
H 1.720 1.989 -1.817
H 0.256 2.358 2.942
H 3.779 0.792 0.985
H -1.777 2.405 -0.236
H -1.260 -4.130 2.801
H 2.461 1.633 0.184
H 1.299 3.290 -3.866
H 1.888 -1.961 2.325
H 1.237 2.602 1.516
H -2.170 -2.958 3.818
H -0.804 2.875 -5.157
H -2.006 1.964 2.545
H 3.105 0.095 -0.485
H 2.927 -1.945 0.882
*
```

* HOMO energy: -0.609 hartree
* DFT total energy: -96079.907 eV
* Kohn-Sham gap: 4.959 eV
* relative energy (zero: lowest compared OMol25 entry of this formula, charge and spin): 0.000 eV


(2)
DFT (ωB97M-V/def2-TZVPD) results for C14H25BaNO3 as an isolated structure.

```
! RIJCOSX wB97M-V def2-TZVPD def2/J DEFGRID3
* xyz 2 1
Ba 4.309 -3.526 -1.004
O 2.597 -1.747 0.168
O 3.855 -2.799 1.665
O -5.513 -0.217 0.725
N -4.410 -2.228 0.371
C -1.736 1.867 0.965
C -3.277 -2.199 -0.554
C -4.544 -0.827 0.705
C 1.796 1.042 -1.460
C 1.704 -0.483 -1.694
C -3.061 1.151 0.604
C 4.551 -0.610 1.432
C -1.119 2.554 -0.266
C 1.195 1.451 -0.091
C 3.668 -1.780 1.090
C -2.220 -1.232 0.117
C 2.940 -1.230 -1.158
C -3.093 -0.322 1.019
C 0.394 2.773 -0.163
H 0.573 0.661 0.333
H 1.545 -0.736 -2.740
H 0.842 -0.854 -1.139
H -1.314 2.000 -1.187
H -1.804 -0.600 -0.677
H -2.848 -0.521 2.062
H -1.046 1.151 1.419
H 4.445 -0.350 2.479
H -4.140 -2.772 1.187
H 3.140 -2.047 -1.926
H 4.337 0.237 0.784
H -1.406 -1.767 0.606
H 5.574 -0.908 1.198
H 0.729 3.303 -1.055
H 1.200 1.531 -2.229
H -3.244 1.184 -0.471
H -3.880 1.671 1.091
H 2.838 1.354 -1.538
H -1.587 3.534 -0.336
H -3.629 -1.647 -1.425
H 2.039 1.627 0.584
H 0.623 3.351 0.729
H 3.762 -0.506 -1.162
H -2.855 -3.172 -0.768
H -1.927 2.638 1.710
*
```

* HOMO energy: -0.476 hartree
* DFT total energy: -23231.898 eV
* Kohn-Sham gap: 4.350 eV


(3)
DFT (ωB97M-V/def2-TZVPD) results for a 5-piece molecular cluster, C14H25Cl11NO overall.

```
! RIJCOSX wB97M-V def2-TZVPD def2/J DEFGRID3
* xyz 0 2
Cl -1.653 2.957 0.272
Cl -3.197 1.810 -1.941
Cl -3.891 -4.042 -6.384
Cl -1.082 3.681 -2.465
Cl -0.452 -1.656 -3.907
Cl -6.608 0.530 -1.185
Cl -5.064 -2.895 0.915
Cl -2.156 -1.196 -1.393
Cl -1.174 -3.903 -2.033
Cl -5.424 -3.793 -3.825
Cl -3.791 -1.504 -4.938
O 1.134 0.217 -0.157
N 2.283 0.246 0.792
C -1.558 2.341 -1.440
C 4.110 1.473 2.863
C 3.069 0.404 3.213
C -3.979 -3.312 -4.763
C 2.943 2.652 0.043
C 1.884 0.190 2.240
C 0.810 1.219 2.604
C -0.886 -2.081 -2.147
C 1.331 -1.175 2.596
C -6.082 -1.498 0.516
C 3.331 1.223 0.348
C 4.525 1.290 1.435
C -5.809 -1.041 -0.920
C 4.015 0.606 -0.958
H -5.902 -0.693 1.229
H -4.740 -0.987 -1.125
H 3.459 0.863 -1.860
H 5.090 0.361 1.353
H 0.015 -1.749 -1.631
H 1.140 -1.273 3.664
H 4.232 -0.461 -0.896
H -6.194 -1.759 -1.645
H 4.922 1.374 3.583
H 1.942 -2.038 2.334
H 3.724 3.256 -0.418
H 0.455 -1.425 1.997
H -7.127 -1.798 0.594
H 5.252 2.045 1.135
H -0.934 1.451 -1.521
H 1.051 2.208 2.213
H 4.990 1.074 -1.098
H 3.670 2.449 3.067
H -3.151 -3.674 -4.153
H 2.693 3.122 0.994
H 0.616 1.218 3.676
H 3.524 -0.575 3.360
H -0.114 0.950 2.093
H 2.729 0.652 4.218
H 2.027 2.667 -0.547
*
```

* expectation value of S²: 0.756
* HOMO energy (spin up / spin down): -0.357 / -0.381 hartree
* DFT total energy: -156204.731 eV
* Kohn-Sham gap (spin up / spin down): 9.997 / 9.328 eV
* relative energy (zero: lowest compared OMol25 entry of this formula, charge and spin): 0.000 eV


(4)
DFT (ωB97M-V/def2-TZVPD) results for C14H25ClI3NO7Si2 as an isolated structure.

```
! RIJCOSX wB97M-V def2-TZVPD def2/J DEFGRID3
* xyz 0 1
I 1.339 2.146 3.439
I 0.861 -1.787 -0.075
I 2.911 0.047 6.405
Cl 6.037 -1.620 4.018
Si 4.289 -1.211 2.777
Si 1.512 -1.513 3.633
O -0.402 -2.603 -5.284
O -1.563 4.007 -0.575
O -2.047 2.321 -2.047
O 0.273 -0.767 -4.166
O -1.438 -2.033 -3.322
O -3.729 3.496 -1.116
O 3.043 -2.320 3.327
N 0.213 -2.753 3.258
C -0.410 -0.009 7.404
C -0.227 -0.561 5.849
C 0.975 0.069 1.079
C 0.785 1.487 0.256
C 1.817 0.225 -5.745
C -0.598 -1.823 -4.178
C -3.256 1.626 -2.312
C 1.242 0.097 2.560
C 0.462 -1.872 -6.135
C 1.248 -1.051 -5.158
C -3.230 0.990 -3.687
C -4.275 2.716 -2.164
C 1.283 -1.136 5.547
C -2.373 3.336 -1.188
H 0.500 1.203 -0.858
H -3.368 0.853 -1.541
H 0.279 -0.592 8.173
H 1.135 0.669 -6.477
H -0.717 -2.418 3.635
H -1.049 -1.390 5.609
H -4.364 3.352 -3.051
H 3.998 0.201 2.982
H -0.155 -1.272 -6.812
H -1.530 -0.254 7.734
H -0.271 1.166 7.466
H -0.039 2.194 0.694
H 2.046 -1.634 -4.680
H 1.335 -2.207 6.071
H -3.427 1.725 -4.473
H 1.978 0.978 -4.964
H 2.768 0.029 -6.250
H -3.989 0.205 -3.765
H 4.711 -1.403 1.388
H -5.266 2.336 -1.895
H 1.856 2.002 0.236
H 0.453 -3.598 3.859
H -2.247 0.555 -3.899
H 1.091 -2.545 -6.726
H -0.472 0.344 5.145
*
```

* HOMO energy: -0.318 hartree
* DFT total energy: -83327.234 eV
* Kohn-Sham gap: 8.378 eV


(5)
DFT (ωB97M-V/def2-TZVPD) results for C14H25I2LaOP2 as an isolated structure.

```
! RIJCOSX wB97M-V def2-TZVPD def2/J DEFGRID3
* xyz 2 1
La 1.434 0.643 -0.265
I 1.973 2.198 -4.789
I 4.219 2.882 -3.435
P 1.383 -1.686 -1.653
P 0.211 3.049 0.170
O -2.004 0.548 -2.162
C -1.368 3.788 -0.213
C 2.969 -1.494 -2.547
C 0.395 3.034 2.019
C -3.239 -1.798 3.297
C -3.705 -2.749 2.384
C 1.565 4.160 -0.366
C 0.195 -2.553 -2.661
C -2.067 -1.082 3.023
C -1.319 -1.321 1.854
C 1.818 -2.757 -0.204
C -2.992 -2.973 1.200
C -0.977 0.604 -1.652
C -1.809 -2.266 0.934
C -0.052 -0.588 1.652
H 3.752 -0.984 -1.959
H -1.691 -0.333 3.714
H -0.021 0.389 2.167
H -1.474 3.847 -1.295
H -1.262 -2.423 -0.006
H -0.387 2.424 2.501
H -0.037 -1.933 -3.525
H 2.237 -3.728 -0.503
H 1.348 2.586 2.357
H -3.362 -3.714 0.475
H 0.951 -2.965 0.442
H 3.372 -2.474 -2.839
H 0.843 -1.218 1.807
H 2.857 -0.859 -3.440
H -2.167 3.128 0.123
H 0.545 -3.529 -2.985
H -1.512 4.774 0.220
H -0.749 -2.670 -2.128
H 1.591 4.271 -1.460
H -4.623 -3.309 2.593
H 1.485 5.154 0.097
H 0.336 4.036 2.470
H 2.573 3.773 -0.133
H 2.549 -2.286 0.479
H -3.784 -1.597 4.242
*
```

* HOMO energy (spin up / spin down): -0.476 / -0.476 hartree
* DFT total energy: -52593.542 eV
* Kohn-Sham gap (spin up / spin down): 5.518 / 5.518 eV
* relative energy (zero: lowest compared OMol25 entry of this formula, charge and spin): 0.905 eV


(6)
DFT (ωB97M-V/def2-TZVPD) results for C14H25I2OP2Yb as an isolated structure.

```
! RIJCOSX wB97M-V def2-TZVPD def2/J DEFGRID3
* xyz 2 2
Yb 0.172 1.899 -1.034
I -0.300 4.289 -3.153
I 0.077 1.516 -4.295
P -2.528 1.060 -0.523
P 2.830 0.702 -1.283
O -0.262 -1.699 -2.169
C 0.060 -1.542 2.000
C -0.191 -0.604 -1.872
C -3.756 -0.256 -1.071
C 0.343 -3.156 3.817
C 3.270 2.166 -2.283
C -1.211 -2.150 1.764
C -3.058 2.616 -1.315
C 0.851 -2.108 3.058
C -1.683 -3.172 2.585
C 3.565 -0.802 -2.144
C -2.859 1.362 1.250
C 0.480 -0.464 1.165
C 3.760 0.940 0.266
C -0.938 -3.716 3.620
H -2.453 3.449 -0.907
H 4.673 -0.758 -2.249
H 3.570 0.079 0.933
H -4.827 -0.024 -0.861
H -2.261 2.238 1.554
H -3.920 1.576 1.444
H 2.932 3.070 -1.736
H 0.920 -3.596 4.625
H 3.144 -0.899 -3.174
H 0.641 0.513 1.614
H 2.808 2.098 -3.291
H -1.310 -4.568 4.204
H 1.821 -1.679 3.356
H -2.945 2.543 -2.414
H -4.118 2.833 -1.116
H -2.588 0.462 1.830
H 4.836 1.017 0.066
H 3.417 1.897 0.696
H 3.332 -1.718 -1.548
H -2.669 -3.557 2.415
H -3.536 -1.229 -0.567
H 4.364 2.197 -2.407
H -1.875 -1.722 0.991
H -3.687 -0.380 -2.178
H 1.109 -0.719 0.336
*
```

* expectation value of S²: 0.754
* HOMO energy (spin up / spin down): -0.510 / -0.512 hartree
* DFT total energy: -83263.077 eV
* Kohn-Sham gap (spin up / spin down): 3.880 / 3.957 eV
* relative energy (zero: lowest compared OMol25 entry of this formula, charge and spin): 1.797 eV


(7)
DFT (ωB97M-V/def2-TZVPD) results for a 2-piece molecular cluster, C14H25N2 overall.

```
! RIJCOSX wB97M-V def2-TZVPD def2/J DEFGRID3
* xyz 1 1
N -1.448 0.402 2.922
N -2.643 0.367 2.034
C 2.454 -1.513 -1.280
C 1.104 -1.251 -1.297
C 0.650 0.117 -1.354
C -0.684 0.487 -1.441
C -3.513 -0.791 2.225
C 1.651 1.156 -1.331
C 0.183 -2.422 -1.297
C 2.984 0.821 -1.302
C -1.877 -0.380 -1.329
C 3.411 -0.502 -1.291
C 1.274 2.601 -1.300
C -0.187 0.286 2.217
C -3.366 1.637 2.060
C 4.858 -0.836 -1.295
H -2.930 -1.705 2.130
H -4.302 -0.802 1.477
H 0.709 2.891 -2.188
H -1.848 -0.975 -0.417
H 0.743 -3.357 -1.307
H 5.355 -0.434 -0.412
H -0.888 1.534 -1.588
H -1.553 -0.332 3.631
H -0.446 -2.430 -2.186
H 3.718 1.609 -1.284
H 2.162 3.232 -1.268
H -3.966 -0.760 3.216
H -2.679 2.451 1.837
H 2.787 -2.536 -1.272
H -0.142 -0.644 1.649
H 0.679 2.837 -0.415
H 0.655 0.313 2.910
H -3.800 1.801 3.045
H -0.081 1.123 1.526
H -4.162 1.640 1.318
H 5.350 -0.430 -2.180
H -2.797 0.206 -1.280
H -1.982 -1.055 -2.178
H -0.442 -2.445 -0.405
H 5.009 -1.915 -1.299
*
```

* HOMO energy: -0.397 hartree
* DFT total energy: -17895.335 eV
* Kohn-Sham gap: 5.237 eV
* relative energy (zero: lowest compared OMol25 entry of this formula, charge and spin): 1.766 eV


(8)
DFT (ωB97M-V/def2-TZVPD) results for C14H25N3NaO5 as an isolated structure.

```
! RIJCOSX wB97M-V def2-TZVPD def2/J DEFGRID3
* xyz 1 1
Na -0.056 0.327 0.173
O 0.343 0.790 2.251
O 2.133 0.369 -0.049
O 0.096 0.594 -1.953
O -0.341 2.641 0.223
O -2.189 0.510 -0.446
N -0.595 -4.820 0.902
N 0.042 -2.137 0.515
N 0.805 -5.410 -0.835
C -1.121 -3.855 1.651
C -1.510 2.887 -0.557
C 2.374 0.934 -1.339
C 2.535 1.148 1.079
C 1.766 0.739 2.344
C -1.045 0.176 -2.680
C 0.576 -3.080 -0.231
C -0.816 -2.521 1.471
C -0.252 3.103 1.565
C -2.185 -0.183 -1.692
C 0.262 -4.444 -0.040
C -2.626 1.863 -0.381
C 1.428 0.325 -2.371
C -0.366 1.978 2.591
H -3.146 -0.035 -2.194
H -2.106 -1.231 -1.405
H 3.602 0.995 1.276
H 2.106 1.377 3.166
H -3.093 1.970 0.600
H 0.695 -6.360 -0.521
H -1.403 1.652 2.690
H -3.405 2.045 -1.130
H 1.279 -2.785 -1.003
H 1.995 -0.295 2.598
H -1.823 -4.157 2.419
H -0.826 -0.705 -3.291
H 1.650 -5.203 -1.338
H -1.252 -1.756 2.099
H 3.407 0.737 -1.641
H 2.385 2.210 0.858
H -1.346 0.983 -3.356
H 1.582 -0.754 -2.470
H -1.157 2.894 -1.587
H -1.013 3.861 1.776
H -0.039 2.341 3.571
H 1.628 0.794 -3.340
H 0.720 3.593 1.655
H -1.912 3.880 -0.328
H 2.214 2.016 -1.297
*
```

* HOMO energy: -0.413 hartree
* DFT total energy: -34042.356 eV
* Kohn-Sham gap: 9.188 eV
* relative energy (zero: lowest compared OMol25 entry of this formula, charge and spin): 0.192 eV


> Number 4 is which compound?

C14H25ClI3NO7Si2